DFT (ωB97M-V with the def2-TZVPD basis set) results for the molecule C5H12NOP in a non-equilibrium geometry.

```
20
Properties=species:S:1:pos:R:3:mulliken_charge:R:1
C 0.6763 -1.9832 -0.4115 -1.1539
C -0.1092 -0.7592 -0.0342 0.6191
N -1.3403 -0.9646 -0.0509 -0.4993
O -2.2830 0.3972 0.3086 -0.2273
P -3.8264 0.0155 0.1032 -0.0736
C 0.6142 0.5218 0.2744 0.7284
C 1.9612 0.2853 0.9552 -1.6999
C 0.7850 1.3237 -1.0199 -1.3440
H 1.3453 -1.7476 -1.2352 0.3094
H 1.2640 -2.3249 0.4375 0.2698
H -0.0069 -2.7731 -0.7125 0.4101
H -4.1668 1.2976 -0.3569 0.0140
H -4.2579 0.3174 1.4140 0.0034
H -0.0301 1.0994 0.9464 0.4144
H 2.6567 -0.2266 0.2935 0.3417
H 1.8365 -0.3040 1.8629 0.3592
H 2.3989 1.2420 1.2342 0.4591
H 1.2499 2.2810 -0.7972 0.3836
H 1.4148 0.7940 -1.7328 0.3215
H -0.1822 1.5081 -1.4787 0.3642
```

Summary:
SMILES: C/C(=N/OP)C(C)C
Calculated total energy (eV): -18203.642
Orbital gap (eV): 9.7

DFT (ωB97M-V with the def2-TZVPD basis set) results for the ion C5H12NOS with charge -1 in a non-equilibrium geometry.

```
20
Properties=species:S:1:pos:R:3:mulliken_charge:R:1
C -0.9707 2.6049 -1.9676 -0.7573
S -0.2513 0.9966 -2.4202 -0.1269
C -0.7741 0.2068 -0.8134 -0.6992
C 0.0051 -0.9009 -0.1225 -1.1019
C -0.2584 -1.1344 1.3682 0.2887
N 0.0672 -2.4889 1.6922 -0.8457
C 0.8487 -0.0283 2.1263 -0.2235
O 1.6676 -0.7078 2.8777 -0.8725
H -0.5477 3.3540 -2.6815 0.3153
H -2.0972 2.6310 -1.9693 0.2404
H -0.6201 2.7648 -0.9376 0.2441
H -0.9683 0.9498 -0.0097 0.2968
H -1.7647 -0.1918 -1.0240 0.3827
H 1.0897 -0.6906 -0.2281 0.3993
H -0.1352 -1.8947 -0.6079 0.4157
H -1.2280 -0.8140 1.7721 0.3410
H 0.4090 -2.5364 2.6450 0.2581
H 0.8201 -2.8790 1.1444 0.2281
H 0.1828 0.7252 2.6004 0.1459
H 1.3974 0.4968 1.2655 0.0709
```

Summary:
SMILES: CSCC[C@@H](N)C[O-]
Net charge: -1
Calculated total energy (eV): -19751.225
Orbital gap (eV): 5.4

DFT (ωB97M-V with the def2-TZVPD basis set) results for the ion C5H12NS with charge -2 in a non-equilibrium geometry.

```
19
Properties=species:S:1:pos:R:3:mulliken_charge:R:1
C -1.1447 -0.5231 -0.8568 -0.6875
N -0.5227 0.3376 0.1734 -0.2217
C 0.9090 0.5869 -0.0407 0.3006
C 1.3912 1.5806 1.0124 -0.9377
S 3.0599 2.2596 0.6820 -0.7228
C 1.6492 -0.7409 0.1230 -1.5628
C -2.5200 -1.0255 -0.4422 -4.2174
H -0.5629 -1.4415 -0.9216 0.5590
H -1.2227 0.0209 -1.8095 0.4193
H -0.9751 1.2350 0.0290 0.3404
H 1.0890 1.0380 -1.0278 0.2679
H 1.4110 1.0397 1.9711 0.2474
H 0.6492 2.3657 1.2048 0.3007
H 1.2887 -1.0552 1.1141 0.3727
H 1.5071 -1.5101 -0.6378 0.4796
H 2.7232 -0.5853 0.2330 0.3525
H -2.5391 -1.2301 0.6409 0.5836
H -2.7782 -1.9663 -0.9460 1.1288
H -3.4123 -0.3859 -0.5014 0.9973
```

Summary:
Net charge: -2
Calculated total energy (eV): -17701.611
Multiplicity: 2
⟨S²⟩: 0.7507
Orbital gap (spin up / spin down) (eV): 2.0 / 5.9

DFT (ωB97M-V with the def2-TZVPD basis set) results for the ion C5H12NSe with charge +1 in a non-equilibrium geometry.

```
19
Properties=species:S:1:pos:R:3:mulliken_charge:R:1
C -1.5670 -0.2283 -1.1573 -0.7186
C -1.4942 -0.6141 0.3788 -0.6141
C -0.2324 -0.7797 -1.6059 -0.5475
C -0.4710 0.0847 1.0522 -0.1123
C 1.9512 0.9398 2.2306 -0.9406
N 0.8848 0.1789 -1.3467 -0.4248
Se 0.8620 -0.6668 1.8160 0.4000
H -2.3804 -0.6612 -1.6536 0.3838
H -1.5567 0.8625 -1.3586 0.3706
H -2.4980 -0.2831 0.7187 0.2864
H -1.4315 -1.7028 0.3185 0.3824
H -0.0579 -1.7759 -1.1013 0.3100
H -0.4037 -0.8856 -2.7069 0.3860
H -0.4259 1.2071 0.8285 0.3999
H 2.9136 0.5696 2.6457 0.3470
H 2.1082 1.3317 1.2477 0.3248
H 1.4243 1.4314 2.9446 0.3553
H 1.8271 -0.0895 -1.7288 0.2343
H 0.5475 1.0812 -1.5221 0.1775
```

Summary:
Net charge: +1
Calculated total energy (eV): -72206.907
Orbital gap (eV): 7.7

DFT (ωB97M-V with the def2-TZVPD basis set) results for the molecule C5H12O.

```
18
Properties=species:S:1:pos:R:3:mulliken_charge:R:1
C -0.1833 -1.2442 -0.5294 -1.1446
C 0.7349 -0.2630 0.2127 0.5767
C 1.3850 -0.9112 1.4486 -1.5600
C -0.1476 0.9622 0.4896 -0.6292
C -0.8559 1.4348 -0.8153 -0.5220
O -2.0441 0.7152 -1.2447 -0.6163
H 0.3546 -1.9319 -1.1797 0.3352
H -0.9432 -0.7313 -1.1219 0.3782
H -0.7832 -1.7892 0.2058 0.2847
H 1.5596 0.0571 -0.4457 0.1795
H 0.6273 -1.2221 2.1786 0.3330
H 2.0949 -0.2531 1.9670 0.3766
H 1.9420 -1.8143 1.1629 0.3755
H -0.8682 0.7217 1.2816 0.3188
H 0.4466 1.8072 0.8810 0.3217
H -0.0809 1.4023 -1.5987 0.2886
H -1.2034 2.4549 -0.6826 0.3782
H -2.0351 0.6048 -2.2097 0.3253
```

Summary:
SMILES: CC(C)CCO
Calculated total energy (eV): -7426.428
Orbital gap (eV): 10.8

DFT (ωB97M-V with the def2-TZVPD basis set) results for a cluster of 2 separate species, C5H12O in total in a non-equilibrium geometry.

```
18
Properties=species:S:1:pos:R:3:mulliken_charge:R:1
C -1.4577 -2.2369 1.4036 -0.6627
C -0.3487 -2.1827 0.6789 0.1022
C 0.2288 -3.3207 -0.0924 -1.0736
H -1.7678 -1.3450 1.9323 0.2584
H -2.0797 -3.1232 1.3348 0.2375
H 0.0658 -1.2094 0.4016 0.2722
H 0.0571 -3.2157 -1.1690 0.2487
H -0.1923 -4.2602 0.2560 0.3277
H 1.3127 -3.3843 -0.0234 0.2894
C 0.0170 2.7487 0.3538 -0.9025
C 0.6217 3.0225 -1.0318 -0.2365
O 1.5625 2.0203 -1.4038 -0.5324
H -0.9880 2.3314 0.2993 0.2396
H 0.0411 3.5929 1.0304 0.3447
H 0.6784 2.0056 0.8042 0.2725
H -0.0277 3.1999 -1.8875 0.3203
H 1.1379 3.9779 -0.9029 0.2012
H 1.1389 1.3787 -1.9844 0.2933
```

Summary:
SMILES: C=CC.CCO
Calculated total energy (eV): -7425.577
Orbital gap (eV): 10.4

DFT (ωB97M-V with the def2-TZVPD basis set) results for a cluster of 3 separate species, C5H12O in total.

```
18
Properties=species:S:1:pos:R:3:mulliken_charge:R:1
C -1.2720 -1.7783 -1.7210 -1.2942
C -0.9689 -1.1171 -0.3914 -0.1917
O 0.0058 -0.1141 -0.6362 -0.3376
C 0.6342 0.4151 0.4693 0.9975
C 1.7539 1.2701 0.0931 -1.3978
C -0.0735 0.7711 1.6339 -0.9863
H -0.3690 -2.2388 -2.1328 0.3171
H -1.6360 -1.0359 -2.4374 0.3021
H -2.0372 -2.5518 -1.6009 0.3867
H -1.8787 -0.6681 0.0310 0.2588
H -0.5834 -1.8444 0.3381 0.3783
H 1.6985 -0.1544 0.6577 0.0686
H 2.3834 1.6489 0.8915 0.4218
H 0.6181 2.6587 0.3801 0.1284
H 2.2013 1.1275 -0.8868 0.3072
H -1.0396 0.3265 1.8524 0.2949
H 0.0043 2.3926 0.9249 -0.0008
H 0.5137 1.0580 2.5023 0.3470
```

Summary:
Calculated total energy (eV): -7421.606
Orbital gap (eV): 9.0

DFT (ωB97M-V with the def2-TZVPD basis set) results for the molecule C5H12O in a non-equilibrium geometry.

```
18
Properties=species:S:1:pos:R:3:mulliken_charge:R:1
C 1.9315 0.3454 0.6646 -1.4243
C 0.4921 -0.2017 0.4626 0.1653
C -0.7335 0.7583 1.3671 -1.0820
C -0.0779 -0.0943 -0.9494 0.3381
C -0.8626 -1.3228 -1.3987 -1.4957
O -0.8865 1.0923 -0.8677 -0.5604
H 2.7798 -0.3353 0.4498 0.3519
H 2.0938 1.2388 0.0527 0.3429
H 2.0532 0.6321 1.7145 0.3607
H 0.4867 -1.2549 0.8295 0.3397
H -1.2838 -0.0151 1.8858 0.2987
H -0.0759 1.3443 1.9873 0.3664
H -1.5415 1.5135 1.1077 0.3026
H 0.6629 0.1959 -1.7032 0.2712
H -1.5176 -1.0484 -2.2316 0.3956
H -1.4807 -1.7117 -0.5801 0.3645
H -0.2162 -2.1399 -1.7432 0.3561
H -1.8238 1.0037 -1.0478 0.3086
```

Summary:
SMILES: CC(C)[C@@H](C)O
Calculated total energy (eV): -7424.858
Orbital gap (eV): 10.3

DFT (ωB97M-V with the def2-TZVPD basis set) results for the molecule C5H12O.

```
18
Properties=species:S:1:pos:R:3:mulliken_charge:R:1
C -0.6934 1.4405 1.5590 -1.1719
C -0.4558 0.0554 0.9788 -0.2458
O 0.4443 0.0575 -0.1521 -0.1353
C 0.3432 -1.3539 -1.1956 -0.4447
C -0.8295 -0.9945 -2.0747 -0.8463
C 1.8308 0.2842 0.1649 -0.7942
H -1.1017 2.1078 0.7945 0.3026
H 0.2246 1.8877 1.9569 0.3223
H -1.4161 1.3660 2.3829 0.3817
H -0.0490 -0.6306 1.7323 0.3590
H -1.3924 -0.3639 0.5971 0.3650
H -0.0457 -2.0247 -0.3984 0.1125
H -0.9838 -1.8893 -2.6979 0.3595
H -0.5929 -0.1724 -2.7613 0.2227
H -1.8010 -0.7771 -1.5921 0.2454
H 1.9693 0.3307 1.2437 0.3877
H 2.1458 1.2211 -0.2898 0.2462
H 2.4031 -0.5446 -0.2483 0.3337
```

Summary:
Calculated total energy (eV): -7422.690
Orbital gap (eV): 8.0

DFT (ωB97M-V with the def2-TZVPD basis set) results for the molecule C5H12O in a non-equilibrium geometry.

```
18
Properties=species:S:1:pos:R:3:mulliken_charge:R:1
C 2.4596 -1.3583 0.0307 -1.1239
C 1.7050 -0.0384 0.1926 -0.4642
C 0.1998 -0.2122 -0.1875 -0.7604
C -0.8393 0.9601 -0.0101 -0.5378
C -2.3506 0.6282 0.3130 -0.6933
O -3.0077 0.2048 -0.8198 -0.4953
H 2.9255 -1.6355 0.8628 0.3728
H 3.2370 -1.2102 -0.7836 0.2341
H 1.6796 -1.9902 -0.3871 0.3599
H 2.1021 0.7624 -0.2279 0.4857
H 1.8153 0.1966 1.3295 0.2265
H -0.0653 -1.1500 0.2918 0.4205
H 0.1886 -0.4342 -1.2591 0.2646
H -0.9307 1.4496 -0.8938 0.2894
H -0.5082 1.6734 0.7897 0.3941
H -2.8005 1.4386 0.8565 0.4043
H -2.2293 -0.2626 0.8588 0.2995
H -3.5807 0.9777 -0.9567 0.3234
```

Summary:
SMILES: CCCCCO
Calculated total energy (eV): -7425.240
Orbital gap (eV): 10.8

Ordered energy above the lowest of the compared OMol25 structures with the same formula, charge and spin results: 1.4626 3.0054 0.0000 1.2730 0.8838 1.7342 5.7049 2.4536 4.6210 2.0708; unit eV.